Computed, not measured: the ion Cl6NP2 with charge +1 at a distorted geometry, with ωB97M-V/def2-TZVPD.

Atoms and positions in Å:
N  0.61  -0.91  -0.72
P  -2.81  -0.02  0.71
P  1.81  -0.05  -0.11
Cl  -3.91  -0.67  -0.69
Cl  -0.73  -1.32  0.29
Cl  -2.05  1.79  0.05
Cl  2.24  1.26  -1.51
Cl  3.50  -1.03  0.33
Cl  1.34  0.96  1.64

**Net charge**: +1
**2S+1**: 1
**Energy relative to the best compared isomer or geometry (same formula, charge and spin)**: 363.60 kJ/mol
**LUMO (alpha / beta)**: -6.39 / -6.39 eV
**Calculated total energy**: -3498.37505 a.u.
**Largest force on an atom**: 0.0534 Eh/bohr
**HOMO (alpha / beta)**: -13.98 / -13.98 eV



Computed, not measured: a cluster of 4 separate species, C28H54Br2F9N4O4 in total at a distorted geometry, with ωB97M-V/def2-TZVPD.

Atoms and positions in Å:
C  4.76  4.80  3.96
C  5.00  4.53  2.44
Br  6.72  3.69  2.12
C  3.77  3.99  1.71
Br  3.84  4.83  -0.10
C  3.47  2.44  1.69
C  1.93  2.43  1.65
F  1.47  3.03  2.76
F  1.44  3.17  0.66
C  1.09  1.11  1.60
F  -0.19  1.54  1.78
F  1.28  0.29  2.61
C  1.00  0.28  0.28
F  1.66  -0.85  0.49
F  1.41  0.90  -0.81
C  -0.45  -0.22  -0.04
F  -1.22  0.71  -0.51
F  -0.99  -0.88  0.94
F  -0.28  -1.10  -1.04
C  4.16  1.85  0.44
C  4.65  0.38  0.46
C  4.19  -0.36  -0.83
C  6.20  0.35  0.33
N  4.30  -0.38  1.66
O  4.65  -1.60  1.65
C  4.45  0.30  2.94
C  5.90  0.27  3.51
C  3.72  -0.61  3.98
C  3.86  1.74  3.02
H  5.38  4.10  4.50
H  3.72  4.63  4.23
H  5.12  5.78  4.22
H  5.14  5.52  2.04
H  2.95  4.55  2.14
H  3.49  2.02  -0.39
H  5.05  2.39  0.17
H  5.04  -0.67  -1.43
H  3.60  0.27  -1.49
H  3.69  -1.29  -0.60
H  6.70  1.03  1.01
H  6.58  -0.66  0.34
H  6.41  0.74  -0.67
H  6.54  1.04  3.10
H  5.85  0.30  4.59
H  6.34  -0.69  3.24
H  4.40  -1.33  4.41
H  2.96  -1.20  3.49
H  3.32  -0.03  4.81
H  3.02  1.65  3.69
H  4.59  2.30  3.59
C  -3.25  0.87  -2.80
C  -4.27  1.84  -3.37
C  -5.72  1.51  -2.99
O  -6.29  0.42  -3.69
C  -5.93  -0.86  -3.21
N  -4.09  1.92  -4.82
H  -3.21  -0.07  -3.35
H  -2.25  1.30  -2.84
H  -3.46  0.64  -1.75
H  -4.05  2.83  -2.95
H  -6.34  2.37  -3.24
H  -5.82  1.35  -1.91
H  -5.82  -0.87  -2.12
H  -5.01  -1.22  -3.68
H  -6.73  -1.56  -3.48
H  -4.70  2.65  -5.19
H  -4.46  1.06  -5.22
C  2.86  -5.24  -1.96
C  1.88  -4.08  -1.84
C  0.63  -4.23  -2.72
O  0.83  -3.97  -4.10
C  1.39  -5.05  -4.83
N  2.59  -2.83  -2.12
H  3.45  -5.19  -2.88
H  3.56  -5.23  -1.13
H  2.34  -6.20  -1.95
H  1.54  -4.05  -0.80
H  -0.10  -3.48  -2.40
H  0.15  -5.21  -2.58
H  1.04  -6.02  -4.46
H  2.48  -5.01  -4.81
H  1.08  -4.94  -5.87
H  1.97  -2.05  -1.93
H  2.75  -2.78  -3.12
C  -7.22  -1.90  1.25
C  -8.52  -1.10  1.21
C  -8.38  0.26  0.51
O  -7.74  1.26  1.27
C  -6.32  1.20  1.28
N  -9.04  -0.96  2.57
H  -6.54  -1.54  2.02
H  -7.44  -2.94  1.48
H  -6.71  -1.87  0.29
H  -9.24  -1.68  0.62
H  -9.39  0.65  0.32
H  -7.90  0.16  -0.48
H  -5.93  0.85  0.32
H  -5.97  0.55  2.08
H  -5.94  2.20  1.46
H  -9.96  -0.53  2.53
H  -8.47  -0.28  3.05

**<S²>**: 0.754
**2S+1**: 2
**LUMO (alpha / beta)**: 0.46 / 0.25 eV
**Calculated total energy**: -7665.92454 a.u.
**Largest force on an atom**: 0.0431 Eh/bohr
**HOMO (alpha / beta)**: -8.28 / -9.12 eV



Computed, not measured: a cluster of 2 separate species, CH4O2P in total at a distorted geometry, with ωB97M-V/def2-TZVPD.

Atoms and positions in Å:
C  0.66  0.98  -1.23
O  -2.28  0.00  1.24
O  -0.61  -1.85  1.28
P  -0.83  -0.21  1.36
H  0.23  1.13  -2.18
H  1.49  0.23  -1.33
H  1.12  1.85  -0.80
H  0.23  -2.14  1.66

**Net charge**: -1
**2S+1**: 1
**Energy relative to the best compared isomer or geometry (same formula, charge and spin)**: 269.54 kJ/mol
**LUMO**: 4.06 eV
**Calculated total energy**: -532.32703 a.u.
**Largest force on an atom**: 0.0509 Eh/bohr
**HOMO**: -1.68 eV



Computed, not measured: a structure of composition H12O6Rb at a distorted geometry, with ωB97M-V/def2-TZVPD.

Atoms and positions in Å:
Rb  -10.15  -20.68  2.74
O  -10.39  -17.85  3.40
H  -9.57  -17.70  3.86
H  -11.00  -18.21  4.04
O  -7.96  -19.15  1.89
H  -7.31  -19.45  2.50
H  -7.84  -18.23  1.64
O  -11.11  -20.63  0.07
H  -11.00  -19.70  0.23
H  -10.31  -20.87  -0.36
O  -8.39  -22.35  1.79
H  -7.54  -21.88  1.79
H  -8.51  -22.45  0.83
O  -12.46  -19.83  4.01
H  -12.89  -19.23  3.39
H  -12.58  -19.33  4.82
O  -9.03  -21.90  5.10
H  -8.69  -21.05  5.27
H  -8.22  -22.38  5.26

**Net charge**: +1
**2S+1**: 1
**Energy relative to the best compared isomer or geometry (same formula, charge and spin)**: 55.88 kJ/mol
**LUMO**: -3.60 eV
**Calculated total energy**: -482.53093 a.u.
**Largest force on an atom**: 0.0482 Eh/bohr
**HOMO**: -15.55 eV



Computed, not measured: an isolated molecule of C15H21N7O3 at a distorted geometry, with ωB97M-V/def2-TZVPD.

Atoms and positions in Å:
C  -1.91  -3.75  -1.67
N  -0.77  -2.90  -1.29
C  -0.52  -1.71  -1.87
O  -0.97  -1.44  -3.00
C  0.38  -0.72  -1.18
C  1.22  0.21  -1.99
C  2.31  -0.52  -2.68
C  3.58  -0.58  -2.33
N  4.14  -1.53  -3.14
C  3.28  -1.87  -4.06
N  2.08  -1.48  -3.67
N  -0.50  0.12  -0.32
C  -0.73  -0.12  0.95
O  -0.63  -1.19  1.50
C  -1.23  1.18  1.82
C  0.07  2.00  2.18
C  0.64  1.43  3.51
C  1.28  0.20  3.60
N  1.49  0.08  5.03
C  1.12  1.23  5.56
N  0.46  2.01  4.76
N  -2.28  1.93  1.09
C  -2.13  2.69  -0.06
C  -3.39  3.00  -0.76
O  -1.06  2.97  -0.51
H  -2.73  -3.41  -2.27
H  -2.39  -4.21  -0.80
H  -1.46  -4.56  -2.31
H  -0.31  -3.14  -0.41
H  1.15  -1.30  -0.64
H  1.46  0.95  -1.19
H  0.69  0.83  -2.69
H  4.02  0.02  -1.51
H  3.35  -2.76  -4.75
H  1.15  -1.50  -4.21
H  -0.48  1.07  -0.63
H  -1.71  0.64  2.64
H  0.86  2.00  1.42
H  -0.08  3.02  2.44
H  1.44  -0.57  2.79
H  2.04  -0.62  5.49
H  1.55  1.60  6.58
H  -3.28  1.69  1.40
H  -3.21  3.32  -1.79
H  -3.99  2.04  -0.82
H  -4.00  3.66  -0.24

**2S+1**: 1
**Energy relative to the best compared isomer or geometry (same formula, charge and spin)**: 227.24 kJ/mol
**SMILES**: CNC(=O)[C@@H](Cc1cnc[nH]1)NC(=O)[C@@H](Cc1c[nH]cn1)NC(C)=O
**LUMO**: 0.57 eV
**Calculated total energy**: -1193.18672 a.u.
**Largest force on an atom**: 0.0963 Eh/bohr
**HOMO**: -8.59 eV



Computed, not measured: a cluster of 2 separate species, C4H6BrClO in total at a distorted geometry, with ωB97M-V/def2-TZVPD.

Atoms and positions in Å:
C  2.11  -2.21  -0.58
C  -1.33  1.70  -0.25
C  -1.12  0.45  0.60
C  0.09  -0.10  1.10
O  2.53  -3.29  -0.30
Cl  0.55  -1.87  -1.45
Br  1.82  0.55  0.98
H  2.71  -1.18  -0.51
H  -1.45  1.36  -1.22
H  -2.21  2.15  -0.06
H  -0.40  2.25  -0.20
H  -1.57  0.64  1.64
H  -1.71  -0.43  0.26

**2S+1**: 1
**Energy relative to the best compared isomer or geometry (same formula, charge and spin)**: 350.29 kJ/mol
**LUMO**: -0.30 eV
**Calculated total energy**: -3265.29111 a.u.
**Largest force on an atom**: 0.0839 Eh/bohr
**HOMO**: -8.12 eV



Computed, not measured: a structure of composition BaH14O7 at a distorted geometry, with ωB97M-V/def2-TZVPD.

Atoms and positions in Å:
Ba  -0.17  -0.33  -0.06
O  -2.62  -0.02  1.17
H  -2.79  -0.72  1.85
H  -3.48  0.07  0.78
O  0.22  0.40  2.54
H  1.11  0.71  2.82
H  -0.18  0.14  3.35
O  -1.39  2.17  -0.61
H  -1.79  2.07  -1.51
H  -0.66  2.76  -0.91
O  0.74  -2.65  -1.27
H  1.47  -3.13  -0.98
H  0.21  -3.23  -1.83
O  1.46  1.95  0.26
H  2.25  1.82  -0.28
H  1.67  2.71  0.77
O  -1.02  -0.15  -2.62
H  -0.58  -0.56  -3.37
H  -1.48  0.42  -3.20
O  2.27  -1.14  0.83
H  2.73  -1.90  0.51
H  2.03  -1.40  1.76

**Net charge**: +2
**2S+1**: 1
**Energy relative to the best compared isomer or geometry (same formula, charge and spin)**: 96.93 kJ/mol
**LUMO**: -6.54 eV
**Calculated total energy**: -560.14276 a.u.
**Largest force on an atom**: 0.0514 Eh/bohr
**HOMO**: -18.92 eV



Computed, not measured: a cluster of 2 separate species, CH9N3 in total at a distorted geometry, with ωB97M-V/def2-TZVPD.

Atoms and positions in Å:
N  0.50  1.22  1.49
C  -0.19  0.91  0.18
N  -1.07  1.97  -0.28
H  0.44  0.38  2.06
H  -0.10  1.94  1.87
H  -0.75  -0.02  0.31
H  0.57  0.85  -0.60
H  -0.52  2.81  -0.45
H  -1.80  2.12  0.40
N  0.66  -3.04  -0.96
H  0.62  -2.10  -1.34
H  1.57  -3.43  -1.14
H  0.07  -3.61  -1.56

**2S+1**: 1
**Energy relative to the best compared isomer or geometry (same formula, charge and spin)**: 27.65 kJ/mol
**SMILES**: NCN.N
**LUMO**: 1.07 eV
**Calculated total energy**: -207.74261 a.u.
**Largest force on an atom**: 0.0286 Eh/bohr
**HOMO**: -9.24 eV